[1]
Molecular formula: C2H4N4S
Method: DFT, ωB97M-V/def2-TZVPD

The energy above the lowest of the compared OMol25 structures with the same formula, charge and spin comes out at 3.3 kcal/mol. The value obtained for the HOMO energy is -8.66 eV. Its gap between HOMO and LUMO is 9.41 eV. Its net charge is 0.

Last column: Löwdin charge in e.
Geometry (Å):
1 C -1.4075 -0.1329 0.0486  -0.54
2 C 0.6247 0.0361 -0.0590  -0.80
3 H -3.3310 -0.0603 -0.3115  0.06
4 H -2.7168 -1.5849 -0.3828  0.08
5 H 0.5457 2.1696 -0.0098  0.15
6 H 2.0770 -1.4629 0.4822  -0.12
7 N -2.6813 -0.6943 0.0647  0.12
8 N -1.2702 1.1450 0.0284  0.09
9 N 0.1017 1.2554 0.0121  0.00
10 N -0.3024 -0.9012 -0.0037  0.12
11 S 2.3242 -0.2571 -0.0267  0.82

---

[2]
Molecular formula: C2H4N5
Method: DFT, ωB97M-V/def2-TZVPD

The energy above the lowest of the compared OMol25 structures with the same formula, charge and spin comes out at 65.6 kcal/mol. The expectation value of S² is 2.0084. The value obtained for the HOMO energy (spin up / spin down) is -11.91 / -16.75 eV. Its gap between HOMO and LUMO (spin up / spin down) is 6.41 / 7.84 eV. Its net charge is +1. Its multiplicity is 3.

Last column: Löwdin charge in e.
Geometry (Å):
1 C 0.8592 -0.0735 0.2536  -0.17
2 C -0.6887 0.5925 -1.2728  -0.18
3 N 0.0648 2.8542 -1.9008  0.29
4 N 1.3480 -0.5958 -1.0300  0.15
5 N 0.6955 -0.2246 -1.9453  0.25
6 N -0.3715 1.8802 -1.5918  -0.02
7 N -0.4484 0.3402 0.0828  0.06
8 H 1.1503 -0.7930 0.9281  0.12
9 H 1.5085 0.7137 0.5998  0.15
10 H -1.5371 0.2844 -1.8461  0.17
11 H -0.9589 -0.4326 0.5339  0.18

---

[3]
Molecular formula: C2H4N6
Method: DFT, ωB97M-V/def2-TZVPD

The energy above the lowest of the compared OMol25 structures with the same formula, charge and spin comes out at 70.1 kcal/mol. The value obtained for the HOMO energy is -9.94 eV. Its gap between HOMO and LUMO is 9.25 eV. Its net charge is 0. As for the SMILES: [H]/N=c1\ncnnn1N.

Last column: Löwdin charge in e.
Geometry (Å):
1 H -1.6706 2.3595 0.0195  0.11
2 N -1.7485 1.3031 0.2461  0.13
3 C -0.6621 0.7840 -0.0162  -0.49
4 N 0.6287 1.4865 -0.1618  0.10
5 C 1.7315 0.7139 -0.0770  -0.11
6 N 1.8383 -0.7820 0.2076  0.02
7 N 0.7011 -1.3938 0.0766  0.04
8 N -0.3745 -0.5977 -0.2084  -0.16
9 N -1.5069 -1.4826 -0.0941  0.04
10 H 2.6545 1.3698 -0.0291  0.11
11 H -2.2062 -1.2272 -0.7829  0.07
12 H -1.9618 -1.2231 0.8893  0.13

---

[4]
Molecular formula: C2H4N6O2
Method: DFT, ωB97M-V/def2-TZVPD

The energy above the lowest of the compared OMol25 structures with the same formula, charge and spin comes out at 145.6 kcal/mol. The value obtained for the HOMO energy (spin up / spin down) is -11.38 / -10.87 eV. Its gap between HOMO and LUMO (spin up / spin down) is 8.83 / 7.40 eV. Its net charge is 0.

Last column: Löwdin charge in e.
Geometry (Å):
1 C 0.8232 -0.7830 -0.2202  -0.02
2 C -0.7460 -0.1928 1.6729  -0.01
3 N 1.7162 -1.6805 -0.4985  0.03
4 N 1.6855 -2.4356 0.5761  -0.04
5 N 0.8300 -2.0344 1.4584  0.05
6 N 0.2424 -0.9553 0.9759  -0.16
7 N 0.1743 0.8490 -1.9514  0.21
8 N -0.6096 1.8324 -1.6567  -0.56
9 O -1.1931 1.8432 -0.5965  0.04
10 O -0.7114 2.6725 -2.5415  0.08
11 H -1.1522 0.5644 0.9977  0.06
12 H -1.5294 -0.8656 2.0245  0.10
13 H -0.2843 0.2932 2.5361  0.10
14 H 0.7544 0.8924 -2.7768  0.11

---

[5]
Molecular formula: C2H4N6O5
Method: DFT, ωB97M-V/def2-TZVPD

The energy above the lowest of the compared OMol25 structures with the same formula, charge and spin comes out at 96.6 kcal/mol. The value obtained for the HOMO energy is -10.45 eV. Its gap between HOMO and LUMO is 9.44 eV. Its net charge is 0.

Last column: Löwdin charge in e.
Geometry (Å):
1 C 0.5531 -0.3942 0.6323  -0.20
2 C 2.3926 0.4749 -0.5992  0.04
3 N 0.9834 -1.0261 1.5866  0.26
4 N 0.0605 0.7972 -1.2695  -0.01
5 N 0.9287 0.2187 -0.4718  -0.11
6 N -1.3892 -0.3466 0.3854  0.08
7 N -2.1557 -1.2999 -0.3731  -0.43
8 N -1.8119 0.8537 0.9298  -0.41
9 O -1.5210 -2.2876 -0.5491  0.08
10 O -0.8742 1.2793 1.6269  0.02
11 O 0.4629 1.5813 -2.1339  0.03
12 O -3.2218 -1.0193 -0.7994  0.13
13 O -2.9005 1.2449 0.6791  0.14
14 H 2.5368 0.7399 -1.6412  0.08
15 H 2.6797 1.2443 0.0996  0.10
16 H 2.8652 -0.4830 -0.2314  0.12
17 H 0.4115 -1.5776 2.1289  0.07

---

[6]
Molecular formula: C2H4NO
Method: DFT, ωB97M-V/def2-TZVPD

The energy above the lowest of the compared OMol25 structures with the same formula, charge and spin comes out at 129.6 kcal/mol. The value obtained for the HOMO energy (spin up / spin down) is -16.56 / -16.56 eV. Its gap between HOMO and LUMO (spin up / spin down) is 8.18 / 8.18 eV. Its net charge is +1.

Last column: Löwdin charge in e.
Geometry (Å):
1 C -0.5057 0.6841 -0.0341  0.05
2 C 0.5581 -0.0437 0.4590  0.11
3 N -1.6763 0.8621 -0.2829  0.04
4 O -2.5907 1.4348 -0.7904  0.24
5 H 1.4302 -1.3825 -0.2900  0.14
6 H 1.1467 -1.3128 -1.0560  0.20
7 H 0.1707 -0.6580 1.2442  0.12
8 H 1.4669 0.4160 0.7502  0.11

---

[7]
Molecular formula: C2H4NO
Method: DFT, ωB97M-V/def2-TZVPD

The energy above the lowest of the compared OMol25 structures with the same formula, charge and spin comes out at 70.5 kcal/mol. The expectation value of S² is 2.0189. The value obtained for the HOMO energy (spin up / spin down) is -12.68 / -17.46 eV. Its gap between HOMO and LUMO (spin up / spin down) is 6.40 / 6.49 eV. Its net charge is +1. Its multiplicity is 3.

Last column: Löwdin charge in e.
Geometry (Å):
1 C -1.5188 1.2856 0.6872  0.46
2 C 1.6296 -0.8267 -0.3692  0.13
3 N -1.6755 0.3247 0.0075  0.02
4 O -1.6141 -0.6561 -0.5971  0.35
5 H -1.7245 2.0797 1.3346  0.14
6 H 2.1274 -0.5114 0.5247  0.00
7 H 2.2071 -0.7868 -1.2230  -0.02
8 H 0.5689 -0.9090 -0.3647  -0.07

---

[8]
Molecular formula: C2H4NO2
Method: DFT, ωB97M-V/def2-TZVPD

The energy above the lowest of the compared OMol25 structures with the same formula, charge and spin comes out at 159.2 kcal/mol. The value obtained for the HOMO energy (spin up / spin down) is -1.57 / -1.57 eV. Its gap between HOMO and LUMO (spin up / spin down) is 5.95 / 5.95 eV. Its net charge is -1.

Last column: Löwdin charge in e.
Geometry (Å):
1 C 1.0442 -0.5585 0.2971  -0.24
2 C -0.1438 0.2561 0.7065  -0.18
3 N -1.4723 0.4935 -0.8542  -0.23
4 O -1.3227 1.6274 -1.4777  -0.42
5 O 0.0836 -1.0805 1.1580  -0.14
6 H 0.9594 -0.9454 -0.7090  0.08
7 H 1.9552 -0.4572 0.7454  0.05
8 H -0.0993 1.0433 1.4572  0.07
9 H -1.0044 -0.3787 -1.3232  0.03